# 1
C34H59BiN6O5P2SSe2 as an isolated structure, computed with ωB97M-V/def2-TZVPD.

The geometry in XYZ format:
```
110
Properties=species:S:1:pos:R:3:forces:R:3
Bi -0.428 0.314 -0.194 -0.50 -0.11 -0.15
Se -0.285 -2.726 -0.135 0.48 -0.85 -0.02
Se 1.556 -3.848 0.851 -0.22 0.29 0.00
C 2.442 -2.275 1.557 0.01 0.13 -0.04
C 3.324 -2.444 2.619 -0.02 -0.09 0.00
C 3.946 -1.320 3.134 0.06 0.01 0.03
C 3.688 -0.081 2.567 -0.01 -0.04 0.00
C 2.822 -0.023 1.488 0.04 0.07 -0.06
N 2.203 -1.100 0.995 -0.05 -0.14 0.08
C 0.678 -2.277 -1.750 0.04 0.44 -0.20
C 1.125 -3.222 -2.658 -0.10 -0.03 0.11
C 1.750 -2.772 -3.808 0.04 -0.05 -0.08
C 1.915 -1.411 -4.014 0.05 -0.02 -0.05
C 1.459 -0.532 -3.050 -0.11 0.00 0.32
N 0.856 -0.970 -1.939 -0.11 -0.32 -0.17
H 3.511 -3.429 3.027 -0.03 0.02 0.04
H 4.631 -1.412 3.968 -0.02 -0.01 0.00
H 4.154 0.820 2.944 0.00 -0.02 -0.05
H 2.624 0.915 0.976 -0.08 0.03 0.03
H 0.977 -4.275 -2.464 -0.01 -0.01 -0.02
H 2.098 -3.483 -4.547 -0.01 0.01 0.02
H 2.388 -1.034 -4.910 0.01 0.01 0.02
H 1.551 0.544 -3.133 -0.05 -0.01 -0.01
O 0.135 4.183 -1.593 -0.05 -0.05 -0.04
S 0.174 2.900 -0.959 0.00 0.12 0.06
O 1.459 2.508 -0.354 -0.06 0.11 -0.06
O -0.901 2.700 0.097 0.19 0.05 0.08
O -0.191 1.750 -1.934 0.12 0.04 0.09
O -1.568 -0.410 2.117 0.08 0.12 -0.21
P -1.295 -0.307 3.578 0.23 -0.01 0.07
N -0.156 0.829 3.923 -0.14 0.22 0.15
C 0.166 1.203 5.320 0.04 0.03 -0.19
C 0.405 2.712 5.266 0.06 -0.02 -0.02
C 0.902 2.936 3.838 0.00 -0.01 0.03
C 0.033 1.995 3.019 0.06 -0.08 0.07
N -2.629 0.111 4.477 -0.20 0.04 -0.04
C -3.719 -0.870 4.618 0.04 0.10 0.07
C -4.845 -0.036 5.209 0.00 0.06 -0.01
C -4.719 1.286 4.448 0.03 -0.06 0.04
C -3.209 1.456 4.221 -0.04 -0.11 0.08
N -0.794 -1.763 4.172 -0.30 -0.16 0.04
C -1.253 -3.008 3.523 0.08 0.02 0.08
C -0.579 -4.078 4.365 0.02 0.04 0.04
C -0.741 -3.516 5.778 0.05 0.00 -0.03
C -0.495 -2.013 5.598 0.01 -0.05 -0.17
H 1.070 0.681 5.648 0.01 -0.02 -0.01
H -0.645 0.939 6.001 -0.03 -0.02 -0.02
H 1.117 3.035 6.025 -0.03 0.03 0.00
H -0.530 3.252 5.424 -0.01 -0.01 0.00
H 1.953 2.648 3.755 -0.02 -0.01 -0.02
H 0.800 3.965 3.497 0.04 0.01 0.01
H 0.511 1.710 2.086 0.08 -0.02 0.03
H -0.913 2.476 2.759 0.00 -0.03 -0.01
H -3.413 -1.689 5.271 0.03 -0.02 -0.02
H -4.021 -1.290 3.650 0.01 0.00 -0.02
H -4.663 0.120 6.275 -0.01 -0.01 -0.01
H -5.820 -0.508 5.090 0.01 0.02 0.02
H -5.142 2.127 4.994 -0.03 0.02 -0.02
H -5.235 1.213 3.489 0.01 -0.01 -0.01
H -2.774 2.182 4.911 0.03 -0.02 0.02
H -3.008 1.797 3.202 0.02 -0.01 -0.01
H -0.968 -3.027 2.475 0.06 0.04 0.04
H -2.343 -3.127 3.577 -0.01 0.05 -0.02
H 0.480 -4.139 4.100 -0.04 -0.02 -0.03
H -1.033 -5.059 4.229 0.03 0.00 0.03
H -0.055 -3.953 6.503 -0.03 -0.02 0.00
H -1.760 -3.694 6.129 0.00 0.01 0.01
H 0.547 -1.761 5.807 0.02 0.04 0.00
H -1.127 -1.415 6.259 -0.01 0.02 -0.02
C -4.733 0.620 0.520 0.03 0.05 0.00
C -4.514 0.780 -0.998 -0.02 -0.09 0.01
C -3.721 2.083 -1.179 0.04 -0.08 0.11
C -5.865 0.963 -1.704 0.04 0.10 0.05
P -3.516 -0.716 -1.571 0.33 0.00 0.16
N -2.040 -0.731 -1.024 -0.10 0.25 -0.04
C -3.477 -0.769 -3.457 -0.05 0.06 0.04
C -4.779 -1.208 -4.140 0.09 -0.01 -0.06
C -2.333 -1.694 -3.904 0.08 0.00 0.00
C -3.091 0.636 -3.954 -0.05 -0.01 -0.02
C -4.369 -2.285 -0.918 0.03 0.07 -0.10
C -3.801 -3.499 -1.672 -0.01 -0.02 0.11
C -3.999 -2.471 0.565 -0.03 -0.09 0.02
C -5.896 -2.328 -1.060 0.01 -0.02 0.00
H -5.006 1.597 0.931 -0.04 -0.02 -0.04
H -3.823 0.290 1.030 0.00 0.05 -0.03
H -5.540 -0.073 0.753 -0.01 -0.01 0.00
H -4.296 2.879 -0.695 0.02 -0.01 -0.02
H -3.582 2.369 -2.215 0.01 0.00 0.00
H -2.746 2.064 -0.695 -0.12 0.03 -0.07
H -6.392 1.785 -1.207 0.01 -0.03 -0.01
H -6.512 0.090 -1.670 0.01 -0.03 0.02
H -5.730 1.257 -2.744 -0.02 0.00 -0.01
H -5.017 -2.253 -3.944 -0.01 0.02 -0.02
H -4.650 -1.105 -5.223 -0.01 0.00 0.04
H -5.638 -0.604 -3.856 0.02 0.02 0.01
H -2.523 -2.749 -3.723 0.00 0.03 0.00
H -1.404 -1.417 -3.404 -0.02 0.00 -0.01
H -2.193 -1.559 -4.980 -0.03 -0.03 0.01
H -3.944 1.313 -3.971 0.02 0.01 0.03
H -2.726 0.551 -4.982 -0.04 0.00 0.00
H -2.293 1.083 -3.358 0.05 -0.05 -0.04
H -2.713 -3.516 -1.653 0.03 0.00 0.00
H -4.141 -3.547 -2.703 0.01 -0.01 0.00
H -4.157 -4.404 -1.170 0.01 0.01 -0.01
H -2.947 -2.265 0.750 0.03 0.03 -0.01
H -4.205 -3.511 0.842 -0.02 0.04 0.00
H -4.579 -1.832 1.226 -0.01 -0.03 -0.03
H -6.234 -2.112 -2.072 0.00 -0.02 0.02
H -6.394 -1.645 -0.374 0.00 0.02 -0.02
H -6.236 -3.339 -0.812 0.01 0.04 0.02
```
Positions in Å, forces in eV/Å.

Computed properties:
LUMO (eV): -0.055
E (Eh): -8134.21386
Orbital gap (eV): 8.09
Spin multiplicity: 1
E_HOMO (Ha): -0.2995
F_max (eV/Å): 0.98
ΔE to the lowest compared entry with this formula, charge and spin (kJ/mol): 0.00



# 2
C3H4Br4O as an isolated structure at a distorted geometry, computed with ωB97M-V/def2-TZVPD.

The geometry in XYZ format:
```
12
Properties=species:S:1:pos:R:3:forces:R:3
C -0.117 0.928 -0.484 -0.51 -0.30 -0.54
C -0.704 0.965 0.895 -0.04 -0.19 -1.08
C 1.498 -1.031 0.100 -1.17 1.22 -0.08
O -0.895 0.582 -1.569 0.42 -0.19 0.18
Br -2.214 2.243 0.660 0.21 0.35 0.73
Br -1.530 -0.716 1.442 0.16 0.16 -0.07
Br 2.068 -0.801 1.868 0.33 0.05 0.10
Br 2.697 -0.957 -1.282 0.88 0.08 -0.60
H 0.433 1.848 -0.817 0.23 -1.14 0.84
H 0.064 1.230 1.648 -0.86 0.20 -0.39
H 0.828 -1.854 -0.011 -0.48 -0.24 0.07
H -1.858 0.422 -1.482 0.82 -0.01 0.83
```
Positions in Å, forces in eV/Å.

Computed properties:
LUMO (alpha / beta) (eV): -0.573 / -0.463
E (Eh): -10487.87318
Orbital gap (alpha / beta) (eV): 7.74 / 7.95
Spin multiplicity: 1
E_HOMO (alpha / beta) (Ha): -0.3055 / -0.3093
F_max (eV/Å): 1.69
ΔE to the lowest compared entry with this formula, charge and spin (kJ/mol): 255.03



# 3
A single C3H6O2 molecule, computed with ωB97M-V/def2-TZVPD.

The geometry in XYZ format:
```
11
Properties=species:S:1:pos:R:3:forces:R:3
O -1.722 -0.428 0.050 0.02 -0.20 -0.25
C -0.918 0.724 -0.083 0.13 0.31 0.06
C 0.565 0.486 0.132 -0.14 0.14 0.11
C 1.119 -0.857 0.294 0.02 -0.23 0.25
O 1.234 -0.166 -0.943 0.07 -0.03 -0.22
H -1.559 -0.994 -0.714 -0.08 0.06 0.08
H -1.042 1.180 -1.077 0.01 -0.03 0.18
H -1.284 1.441 0.658 0.07 -0.11 -0.04
H 1.116 1.326 0.562 -0.07 -0.12 -0.14
H 0.439 -1.708 0.284 0.13 0.14 0.06
H 2.052 -1.006 0.837 -0.16 0.08 -0.09
```
Positions in Å, forces in eV/Å.

Computed properties:
LUMO (eV): 0.967
E (Eh): -268.32848
Orbital gap (eV): 11.10
Spin multiplicity: 1
E_HOMO (Ha): -0.3724
F_max (eV/Å): 0.34
SMILES string: OC[C@H]1CO1
ΔE to the lowest compared entry with this formula, charge and spin (kJ/mol): 201.49



# 4
An isolated ion of composition C4H12IN5 and charge +2 at a distorted geometry, computed with ωB97M-V/def2-TZVPD.

The geometry in XYZ format:
```
22
Properties=species:S:1:pos:R:3:forces:R:3
C 0.024 -1.501 -2.749 0.04 -0.44 -0.53
N 0.095 -0.753 -1.503 0.00 0.24 0.37
C 0.493 -1.271 -0.358 -0.17 0.09 -0.30
N 0.848 -2.535 -0.238 0.03 0.09 0.04
N 0.578 -0.494 0.780 0.22 -0.28 0.28
C 0.049 0.705 1.119 3.11 2.26 4.52
N -1.037 1.245 0.664 0.11 -0.90 -0.50
C -1.605 2.529 1.024 -0.32 0.88 0.46
N 0.856 1.318 2.348 -3.09 -1.96 -4.20
I 2.846 0.966 2.642 -0.24 0.05 -0.14
H 1.022 -1.717 -3.139 -0.03 0.02 0.10
H -0.530 -2.430 -2.607 -0.04 0.05 0.00
H -0.501 -0.903 -3.488 -0.03 0.00 0.09
H 0.008 0.250 -1.590 0.12 -0.03 0.19
H 0.917 -3.143 -1.041 0.02 0.02 -0.11
H 1.076 -2.953 0.654 -0.10 0.08 0.00
H 1.260 -0.808 1.478 -0.08 0.00 -0.23
H -1.647 0.667 0.089 0.19 -0.05 0.10
H -0.830 3.287 1.117 0.06 -0.03 -0.09
H -2.300 2.834 0.243 0.13 -0.05 0.02
H -2.157 2.460 1.963 0.07 -0.09 -0.04
H 0.535 2.246 2.591 0.01 0.04 -0.04
```
Positions in Å, forces in eV/Å.

Computed properties:
LUMO (eV): -7.832
E (Eh): -730.46608
Orbital gap (eV): 8.70
Spin multiplicity: 1
Charge: +2
E_HOMO (Ha): -0.6075
F_max (eV/Å): 5.94
SMILES string: CN/C(N)=[NH+]\C(NC)=[NH+]/I
ΔE to the lowest compared entry with this formula, charge and spin (kJ/mol): 0.00



# 5
A single C3H3NO2 molecule at a distorted geometry, computed with ωB97M-V/def2-TZVPD.

The geometry in XYZ format:
```
9
Properties=species:S:1:pos:R:3:forces:R:3
O -0.859 0.773 1.537 -0.13 0.29 -0.01
C -0.241 1.207 0.587 -0.33 -0.08 0.53
C 0.153 0.356 -0.525 0.80 -0.12 0.49
N -0.449 -0.939 -0.565 0.07 -0.52 0.22
C 0.577 -1.185 0.160 0.97 0.14 -0.92
O 1.370 -1.880 0.711 -1.01 0.84 -0.36
H 0.124 2.246 0.591 0.07 0.09 -0.17
H 0.540 0.778 -1.451 0.20 -0.21 0.24
H -1.215 -1.356 -1.044 -0.63 -0.44 -0.02
```
Positions in Å, forces in eV/Å.

Computed properties:
LUMO (eV): 0.337
E (Eh): -321.26590
Orbital gap (eV): 9.79
Spin multiplicity: 1
E_HOMO (Ha): -0.3473
F_max (eV/Å): 1.36
SMILES string: O=C[C@@H]1NC1=O
ΔE to the lowest compared entry with this formula, charge and spin (kJ/mol): 293.38



# 6
A single C3H7N3S molecule at a distorted geometry, computed with ωB97M-V/def2-TZVPD.

The geometry in XYZ format:
```
14
Properties=species:S:1:pos:R:3:forces:R:3
C -1.796 -0.239 -0.688 -0.53 -3.55 -0.42
N -0.456 -0.101 -0.077 -0.55 2.52 -1.52
N 0.001 -0.891 0.922 -2.24 -1.35 3.22
C 0.265 1.047 -0.356 -2.85 2.95 0.15
N 1.382 1.508 0.075 1.17 -2.07 0.62
C 2.324 0.566 0.365 -0.76 -1.44 -1.97
S 2.611 -0.754 -0.635 0.42 0.71 0.63
H -2.035 -1.291 -1.301 1.44 2.86 0.88
H -2.560 -0.400 0.043 -0.16 0.02 1.39
H -2.190 0.633 -1.169 0.66 0.47 -0.84
H 0.687 -1.579 0.553 -0.94 -0.13 0.83
H -0.837 -1.115 1.774 3.52 0.44 -3.78
H -0.302 1.970 -0.739 -0.05 -2.10 -0.34
H 2.906 0.646 1.232 0.87 0.66 1.15
```
Positions in Å, forces in eV/Å.

Computed properties:
LUMO (eV): 0.085
E (Eh): -680.82622
Orbital gap (eV): 8.32
Spin multiplicity: 1
E_HOMO (Ha): -0.3026
F_max (eV/Å): 5.18
SMILES string: CN(N)/C=N\C=S
ΔE to the lowest compared entry with this formula, charge and spin (kJ/mol): 409.63